{"formula": "C53H55N2O7SeTi", "method": "ωB97M-V/def2-TZVPD", "symbols": ["Ti", "C", "C", "C", "O", "C", "C", "O", "C", "O", "C", "C", "C", "C", "C", "C", "C", "C", "C", "C", "C", "C", "C", "O", "C", "C", "C", "C", "C", "C", "C", "C", "C", "C", "C", "C", "H", "H", "H", "H", "H", "H", "H", "H", "H", "H", "H", "H", "H", "H", "H", "H", "H", "H", "H", "H", "H", "H", "H", "H", "H", "H", "H", "H", "C", "C", "C", "C", "N", "C", "Se", "N", "C", "C", "C", "C", "C", "C", "C", "C", "C", "C", "H", "H", "H", "H", "H", "H", "H", "H", "H", "H", "H", "H", "H", "H", "H", "H", "H", "H", "H", "H", "H", "H", "O", "C", "C", "C", "C", "C", "C", "C", "O", "O", "H", "H", "H", "H", "H"], "xyz": [[0.951, -0.849, 1.531], [5.209, 3.442, -0.747], [4.813, 2.892, 0.631], [5.699, 3.517, 1.717], [3.416, 3.138, 0.842], [2.645, 1.900, 1.115], [3.666, 0.788, 0.880], [4.910, 1.428, 0.528], [3.832, -0.377, 1.870], [2.664, -1.175, 1.923], [4.952, -1.222, 1.221], [4.561, -1.980, 0.120], [5.452, -2.434, -0.815], [6.836, -2.189, -0.641], [7.281, -1.553, 0.511], [6.329, -1.120, 1.470], [4.164, 0.054, 3.304], [3.234, -0.084, 4.367], [3.410, 0.501, 5.593], [4.574, 1.230, 5.807], [5.507, 1.350, 4.827], [5.320, 0.778, 3.592], [1.276, 1.958, 0.466], [0.750, 0.638, 0.490], [1.279, 2.403, -0.995], [1.107, 3.754, -1.328], [1.188, 4.055, -2.678], [1.300, 3.091, -3.647], [1.576, 1.775, -3.354], [1.470, 1.406, -2.017], [0.310, 2.715, 1.328], [0.654, 3.817, 2.149], [-0.278, 4.398, 2.975], [-1.655, 3.962, 2.912], [-2.029, 2.994, 1.986], [-1.076, 2.448, 1.181], [5.161, 4.533, -0.681], [4.529, 3.022, -1.489], [6.264, 3.249, -0.965], [5.739, 4.611, 1.674], [6.668, 3.046, 1.655], [5.188, 3.240, 2.626], [2.511, 1.837, 2.208], [3.359, 0.276, -0.051], [3.535, -2.155, -0.073], [5.107, -3.083, -1.643], [7.579, -2.488, -1.368], [8.366, -1.455, 0.727], [6.724, -0.810, 2.392], [2.360, -0.661, 4.131], [2.726, 0.320, 6.372], [4.696, 1.608, 6.814], [6.426, 1.909, 5.003], [5.995, 0.994, 2.749], [0.800, 4.503, -0.598], [1.150, 5.113, -2.891], [1.226, 3.306, -4.708], [1.737, 1.080, -4.175], [1.438, 0.330, -1.732], [1.706, 4.167, 2.186], [0.013, 5.209, 3.621], [-2.401, 4.391, 3.629], [-3.061, 2.660, 1.889], [-1.283, 1.546, 0.586], [-5.718, 2.635, -1.924], [-6.150, 1.962, -3.208], [-4.981, 1.719, -4.209], [-3.803, 0.944, -3.661], [-4.005, -0.513, -3.851], [-4.141, -1.339, -2.745], [-4.874, -0.893, -1.144], [-3.852, -2.598, -3.154], [-3.766, -3.711, -2.235], [-4.985, -4.630, -2.437], [-5.745, -4.920, -1.138], [-5.078, -5.824, -0.098], [-3.492, -2.608, -4.535], [-3.126, -3.618, -5.384], [-3.236, -3.353, -6.778], [-3.509, -2.047, -7.187], [-3.459, -0.983, -6.312], [-3.553, -1.274, -4.954], [-6.439, 2.613, -1.158], [-5.404, 3.689, -2.175], [-4.796, 2.197, -1.506], [-6.866, 2.592, -3.706], [-6.802, 1.072, -2.973], [-4.550, 2.687, -4.526], [-5.303, 1.295, -5.175], [-3.724, 1.008, -2.567], [-2.856, 1.188, -4.183], [-3.628, -3.327, -1.215], [-2.823, -4.225, -2.473], [-4.596, -5.566, -2.862], [-5.673, -4.256, -3.190], [-6.698, -5.360, -1.356], [-5.947, -3.946, -0.665], [-4.905, -6.858, -0.555], [-5.699, -5.939, 0.799], [-4.056, -5.505, 0.201], [-3.118, -4.584, -4.990], [-3.010, -4.092, -7.543], [-3.604, -1.862, -8.277], [-3.370, 0.011, -6.704], [-0.164, -0.192, 3.228], [-0.935, -1.095, 4.026], [-0.819, -0.836, 5.386], [-1.219, -1.862, 6.259], [-1.719, -3.080, 5.752], [-1.875, -3.259, 4.376], [-1.518, -2.198, 3.518], [-1.581, -2.487, 2.038], [-2.566, -2.998, 1.578], [-0.485, -2.125, 1.326], [0.302, 0.363, 3.863], [-0.395, 0.140, 5.687], [-1.094, -1.812, 7.328], [-1.991, -3.886, 6.460], [-2.156, -4.204, 3.928]], "e_above_lowest_ev": 2.162, "e_tot_ha": -5939.7506, "max_force_ev_per_a": 3.48, "spin_multiplicity": 2, "molar_mass_g_mol": 958.86, "gap_ev": [7.554, 7.538], "s2": 0.752}



{"formula": "C53H56N9P", "method": "ωB97M-V/def2-TZVPD", "symbols": ["P", "C", "C", "C", "C", "C", "C", "C", "C", "H", "H", "H", "H", "H", "H", "H", "H", "H", "H", "H", "C", "C", "C", "N", "C", "C", "H", "H", "H", "H", "H", "C", "C", "C", "N", "C", "C", "H", "H", "H", "H", "H", "C", "C", "C", "N", "C", "C", "H", "H", "H", "H", "H", "C", "C", "C", "N", "C", "C", "H", "H", "H", "H", "H", "C", "C", "C", "N", "C", "C", "H", "H", "H", "H", "H", "C", "C", "C", "N", "C", "C", "H", "H", "H", "H", "H", "C", "C", "C", "N", "C", "C", "H", "H", "H", "H", "H", "C", "C", "C", "N", "C", "C", "H", "H", "H", "H", "H", "C", "C", "C", "N", "C", "C", "H", "H", "H", "H", "H"], "xyz": [[-4.897, 0.714, -5.654], [-4.287, -0.763, -4.616], [-2.755, -0.621, -4.229], [-2.621, 0.681, -3.340], [-2.196, 1.945, -3.942], [-2.128, 3.128, -3.109], [-2.472, 2.988, -1.702], [-2.901, 1.719, -1.079], [-2.977, 0.525, -1.940], [-3.710, 1.113, -6.357], [-5.038, 1.733, -4.650], [-4.861, -0.677, -3.652], [-4.553, -1.737, -5.091], [-2.066, -0.507, -5.102], [-2.373, -1.478, -3.615], [-1.974, 1.913, -5.030], [-1.833, 4.086, -3.589], [-2.427, 3.904, -1.074], [-3.177, 1.622, -0.004], [-3.329, -0.472, -1.568], [-3.044, -5.144, -0.299], [-3.422, -4.197, 0.639], [-3.799, -2.941, 0.187], [-3.817, -2.589, -1.105], [-3.446, -3.522, -1.991], [-3.055, -4.804, -1.643], [-2.744, -6.137, 0.013], [-3.424, -4.424, 1.694], [-4.105, -2.168, 0.884], [-3.469, -3.210, -3.029], [-2.768, -5.518, -2.404], [-3.841, 5.811, 1.280], [-3.969, 6.582, 0.138], [-4.151, 7.948, 0.287], [-4.213, 8.566, 1.471], [-4.088, 7.799, 2.559], [-3.899, 6.426, 2.520], [-3.696, 4.740, 1.200], [-3.928, 6.134, -0.847], [-4.253, 8.595, -0.579], [-4.144, 8.327, 3.506], [-3.801, 5.855, 3.434], [-2.581, -2.361, 6.139], [-3.849, -2.643, 5.654], [-3.987, -2.920, 4.303], [-2.967, -2.928, 3.437], [-1.756, -2.653, 3.929], [-1.509, -2.367, 5.261], [-2.430, -2.139, 7.189], [-4.711, -2.647, 6.309], [-4.959, -3.149, 3.876], [-0.949, -2.665, 3.203], [-0.503, -2.153, 5.599], [3.845, 0.382, 6.133], [3.989, -0.775, 5.385], [2.937, -1.676, 5.362], [1.789, -1.496, 6.025], [1.674, -0.374, 6.741], [2.664, 0.592, 6.826], [4.644, 1.113, 6.175], [4.896, -0.974, 4.830], [3.000, -2.593, 4.786], [0.732, -0.257, 7.267], [2.512, 1.485, 7.418], [-0.815, 2.576, 2.094], [-0.383, 3.755, 2.656], [-0.103, 3.786, 4.012], [-0.233, 2.725, 4.816], [-0.658, 1.588, 4.248], [-0.960, 1.461, 2.899], [-1.039, 2.532, 1.034], [-0.262, 4.642, 2.047], [0.243, 4.695, 4.493], [-0.757, 0.742, 4.921], [-1.298, 0.515, 2.494], [2.775, 1.574, -3.112], [3.416, 0.849, -2.120], [2.637, 0.236, -1.150], [1.302, 0.306, -1.113], [0.705, 1.013, -2.080], [1.391, 1.660, -3.097], [3.347, 2.067, -3.889], [4.495, 0.759, -2.098], [3.093, -0.345, -0.355], [-0.376, 1.053, -2.023], [0.856, 2.216, -3.855], [8.842, 1.658, -3.251], [8.791, 0.932, -2.072], [7.937, -0.158, -2.008], [7.154, -0.549, -3.019], [7.218, 0.168, -4.146], [8.041, 1.271, -4.313], [9.498, 2.516, -3.341], [9.401, 1.204, -1.221], [7.865, -0.760, -1.108], [6.570, -0.171, -4.947], [8.053, 1.813, -5.250], [8.734, 0.213, 1.776], [9.389, -0.525, 2.748], [8.623, -1.148, 3.722], [7.288, -1.073, 3.779], [6.681, -0.353, 2.831], [7.352, 0.304, 1.813], [9.295, 0.714, 0.997], [10.467, -0.617, 2.751], [9.087, -1.740, 4.504], [5.599, -0.309, 2.903], [6.809, 0.872, 1.069], [-4.955, -6.693, -6.704], [-5.967, -6.606, -5.762], [-5.972, -5.518, -4.903], [-5.054, -4.547, -4.927], [-4.086, -4.654, -5.843], [-3.992, -5.697, -6.750], [-4.916, -7.527, -7.395], [-6.736, -7.364, -5.695], [-6.746, -5.405, -4.151], [-3.353, -3.852, -5.838], [-3.186, -5.730, -7.472]], "e_above_lowest_ev": 1.357, "e_tot_ha": -2887.2446, "max_force_ev_per_a": 2.96, "molar_mass_g_mol": 850.07, "gap_ev": 8.998}